(1)
{
  "formula": "C12H9FN2O3",
  "method": "ωB97M-V/def2-TZVPD",
  "species": ["N", "C", "O", "C", "C", "C", "C", "C", "C", "C", "O", "N", "C", "C", "C", "F", "C", "O", "H", "H", "H", "H", "H", "H", "H", "H", "H"],
  "xyz": [[-0.454, 4.591, 3.130], [0.007, 4.566, 1.916], [0.754, 4.725, 0.643], [0.893, 3.386, -0.017], [2.270, 2.984, -0.838], [2.530, 1.511, -1.566], [1.301, 0.429, -1.484], [-0.081, 0.848, -0.708], [-0.352, 2.271, 0.059], [-1.003, -0.489, -0.932], [-2.323, -0.369, -0.757], [-0.137, -1.659, -1.368], [0.092, -2.396, -0.062], [-1.262, -3.191, 0.487], [-1.997, -2.451, 1.752], [-3.432, -2.922, 1.729], [1.122, -1.096, -2.059], [1.868, -1.728, -2.974], [3.115, 3.825, -0.895], [3.518, 1.232, -2.154], [-1.372, 2.466, 0.603], [0.922, -3.246, -0.167], [0.500, -1.672, 0.781], [-1.963, -3.329, -0.455], [-0.917, -4.274, 0.849], [-1.562, -2.737, 2.811], [-2.037, -1.275, 1.676]],
  "atomic_forces_ev_per_a": [[3.9, -0.3, -10.9], [-1.1, 0.8, 6.4], [-2.1, -3.4, 2.8], [-0.2, -4.6, -1.8], [-1.9, -1.6, 0.3], [-4.2, 0.6, 1.7], [-0.6, 3.6, 1.6], [3.2, 0.8, -0.7], [3.6, -1.0, -2.4], [-4.7, 3.3, 0.8], [8.2, -1.8, -1.2], [-0.2, 2.0, 0.5], [0.9, -1.9, 1.8], [0.4, -0.2, -0.1], [-1.0, -0.1, -0.4], [2.9, 0.9, 0.2], [2.9, -1.1, -2.7], [-5.0, 4.0, 6.3], [-2.1, -2.2, 0.2], [-2.3, 0.9, 1.5], [2.3, -0.4, -1.2], [-1.8, 2.1, -0.3], [-0.8, -1.2, -1.7], [1.2, 0.4, 2.3], [-0.8, 2.4, -0.8], [-0.9, 0.3, -2.3], [0.0, -2.5, -0.1]],
  "lowdin_charge": [0.1300, -0.1620, -0.0710, -0.1089, 0.0265, 0.0358, -0.0133, 0.0031, 0.0920, -0.2433, 0.0075, -0.0305, -0.1753, -0.1423, -0.1342, -0.1614, -0.1980, 0.0054, 0.1114, 0.1155, 0.1180, 0.1481, 0.1383, 0.1371, 0.1256, 0.1295, 0.1165],
  "e_homo_ev": -9.8874,
  "smiles": "N#COc1ccc2c(c1)C(=O)N(CCCF)C2=O",
  "e_lumo_ev": -1.91
}

---

(2)
{
  "formula": "C13H10ClN3O2Ti",
  "method": "ωB97M-V/def2-TZVPD",
  "species": ["Ti", "O", "C", "C", "C", "C", "C", "C", "C", "O", "N", "N", "C", "C", "C", "C", "C", "C", "N", "H", "H", "H", "H", "H", "H", "H", "H", "H", "H", "Cl"],
  "xyz": [[0.724, 0.632, -1.570], [-2.398, -0.209, 2.715], [-3.182, -0.325, 1.637], [-4.555, -0.455, 1.878], [-5.425, -0.614, 0.827], [-4.974, -0.648, -0.499], [-3.634, -0.523, -0.745], [-2.709, -0.359, 0.309], [-1.313, -0.216, -0.003], [-0.911, -0.266, -1.268], [-0.421, -0.038, 0.962], [0.796, 0.114, 0.369], [1.929, 0.232, 0.954], [3.110, 0.286, 0.025], [4.401, 0.318, 0.496], [5.444, 0.257, -0.433], [5.152, 0.164, -1.778], [3.818, 0.150, -2.175], [2.816, 0.208, -1.300], [-1.468, -0.152, 2.434], [-4.894, -0.431, 2.903], [-6.483, -0.715, 1.035], [-5.675, -0.773, -1.312], [-3.262, -0.546, -1.759], [2.050, 0.234, 2.032], [4.602, 0.381, 1.556], [6.469, 0.274, -0.088], [5.928, 0.107, -2.527], [3.554, 0.099, -3.223], [0.510, 2.815, -1.453]],
  "atomic_forces_ev_per_a": [[-0.6, 0.3, -0.7], [-0.1, 0.0, -0.1], [-0.1, -0.2, 0.3], [0.2, 0.0, -0.1], [-0.1, 0.0, 0.1], [0.1, 0.0, 0.0], [0.0, 0.0, -0.1], [0.0, 0.0, -0.1], [-0.2, -0.2, 0.1], [0.0, 0.1, 0.1], [0.5, 0.0, -0.1], [0.2, 0.0, 0.6], [0.3, -0.1, -0.6], [-0.7, -0.2, 0.6], [0.2, 0.0, -0.3], [-0.1, 0.0, 0.2], [-0.2, 0.0, -0.1], [0.3, 0.0, 0.1], [0.1, 0.1, 0.3], [0.1, 0.1, 0.0], [0.0, 0.0, 0.0], [0.0, 0.0, 0.0], [0.0, 0.0, 0.0], [0.0, 0.0, 0.0], [0.0, 0.0, 0.0], [0.0, 0.0, 0.0], [0.0, 0.0, 0.0], [0.0, 0.0, 0.0], [0.0, 0.0, 0.0], [0.2, 0.0, -0.2]],
  "lowdin_charge": [0.8760, 0.0943, -0.2416, 0.0085, -0.0420, -0.0651, -0.0109, -0.0834, -0.3505, -0.1691, 0.0971, -0.1345, 0.0187, -0.2282, 0.0232, 0.0011, -0.0100, -0.0730, -0.0286, 0.0709, 0.1276, 0.1171, 0.1104, 0.1173, 0.1515, 0.1319, 0.1291, 0.1244, 0.1290, 0.1087],
  "s_squared": 0.75,
  "charge": 1,
  "e_homo_ev": [-11.3030, -11.3011],
  "e_lumo_ev": [-5.15, -5.12],
  "multiplicity": 2
}

---

(3)
{
  "formula": "C13H10MnN5O4S2",
  "method": "ωB97M-V/def2-TZVPD",
  "species": ["Mn", "S", "C", "C", "N", "C", "S", "C", "N", "C", "C", "N", "C", "C", "N", "C", "O", "O", "C", "O", "O", "H", "H", "H", "H", "H", "C", "C", "C", "N", "H", "H", "H", "H", "H"],
  "xyz": [[0.837, 0.500, 0.058], [3.109, 0.554, -0.214], [3.500, 2.244, -0.415], [4.886, 2.559, -0.564], [6.010, 2.776, -0.680], [2.543, 3.181, -0.449], [0.857, 2.754, -0.275], [2.834, 4.567, -0.639], [3.062, 5.686, -0.782], [-2.058, 1.579, -2.270], [-2.202, 1.077, -0.880], [-1.226, 0.696, -0.074], [-1.793, 0.340, 1.131], [-3.139, 0.495, 1.046], [-3.371, 0.962, -0.226], [-4.291, 0.273, 1.961], [-4.013, -0.163, 3.168], [-5.402, 0.536, 1.567], [-0.901, -0.088, 2.253], [-1.413, -0.421, 3.322], [0.341, -0.052, 1.963], [-1.007, 1.613, -2.541], [-2.460, 2.590, -2.351], [-2.588, 0.938, -2.975], [-4.300, 1.176, -0.561], [-3.015, -0.311, 3.301], [2.535, -4.587, -0.413], [1.072, -4.136, -0.411], [0.958, -2.685, -0.512], [0.876, -1.548, -0.571], [2.577, -5.671, -0.331], [3.074, -4.156, 0.429], [3.035, -4.291, -1.334], [0.563, -4.420, 0.511], [0.509, -4.564, -1.241]],
  "atomic_forces_ev_per_a": [[0.1, 0.2, -0.1], [0.0, 0.0, 0.0], [0.1, -0.2, 0.0], [0.1, 0.0, 0.0], [-0.1, 0.0, 0.0], [-0.2, 0.2, 0.0], [0.1, 0.0, -0.1], [0.1, 0.1, 0.0], [-0.1, -0.1, 0.0], [0.0, 0.0, 0.0], [-0.1, 0.1, 0.0], [0.1, -0.1, 0.1], [0.0, -0.1, 0.1], [-0.1, 0.0, -0.1], [0.0, -0.1, 0.0], [0.0, 0.2, 0.3], [0.2, -0.1, -0.1], [0.0, -0.1, -0.1], [0.0, 0.0, -0.1], [0.0, -0.1, 0.0], [-0.1, -0.1, 0.1], [0.0, 0.0, 0.0], [0.0, 0.0, 0.0], [0.0, 0.0, 0.0], [0.0, 0.0, 0.0], [-0.2, 0.1, -0.1], [0.0, 0.0, 0.0], [0.0, 0.1, 0.0], [0.0, -0.4, 0.0], [0.0, 0.4, 0.1], [0.0, 0.0, 0.0], [0.0, 0.0, 0.0], [0.0, 0.0, 0.0], [0.0, 0.0, 0.0], [0.0, 0.0, 0.0]],
  "lowdin_charge": [0.4340, 0.6916, -0.7096, -0.2602, 0.1798, -0.7010, 0.7328, -0.2598, 0.1794, 0.0090, -0.3262, 0.0164, -0.1088, -0.0584, 0.1976, -0.4854, 0.1412, 0.1092, -0.5478, 0.0698, -0.0971, 0.0672, 0.0970, 0.0915, 0.1807, 0.0802, -0.0763, -0.1888, -0.1101, 0.1430, 0.0813, 0.0867, 0.0848, 0.1300, 0.1262],
  "s_squared": 6.22,
  "e_homo_ev": [-8.4700, -8.8359],
  "e_lumo_ev": [-2.36, -1.00],
  "multiplicity": 5
}

---

(4)
{
  "formula": "C13H10N2O7S4Tc",
  "method": "ωB97M-V/def2-TZVPD",
  "species": ["Tc", "O", "C", "O", "C", "C", "C", "C", "C", "N", "C", "O", "O", "H", "H", "H", "H", "N", "C", "C", "C", "O", "O", "H", "H", "H", "H", "H", "H", "O", "C", "S", "C", "C", "S", "S", "S"],
  "xyz": [[0.242, -0.430, -0.133], [-1.861, -0.253, -3.707], [-1.389, -0.305, -2.484], [-0.177, -0.285, -2.243], [-2.351, -0.359, -1.389], [-3.733, -0.279, -1.475], [-4.464, -0.277, -0.300], [-3.803, -0.369, 0.923], [-2.426, -0.446, 0.928], [-1.722, -0.429, -0.204], [-1.519, -0.546, 2.145], [-1.973, -0.603, 3.259], [-0.256, -0.567, 1.807], [-1.133, -0.212, -4.344], [-4.202, -0.221, -2.447], [-5.542, -0.198, -0.333], [-4.329, -0.382, 1.866], [2.444, -0.441, -0.416], [3.138, -1.743, -0.568], [2.499, -2.805, 0.321], [1.207, -3.303, -0.331], [1.131, -4.439, -0.750], [0.243, -2.429, -0.451], [2.675, 0.154, -1.207], [2.801, 0.034, 0.413], [4.196, -1.631, -0.321], [3.069, -2.055, -1.611], [2.284, -2.388, 1.309], [3.164, -3.659, 0.425], [2.017, 6.706, 1.574], [1.799, 5.532, 1.529], [2.372, 4.354, 2.709], [1.710, 2.899, 1.956], [0.967, 3.108, 0.784], [0.089, 2.041, -0.235], [0.824, 4.765, 0.248], [2.006, 1.460, 2.752]],
  "atomic_forces_ev_per_a": [[1.2, 0.3, 0.9], [-0.3, 0.0, 0.0], [0.4, 0.0, -0.2], [-0.1, -0.1, -0.1], [-0.3, 0.0, 0.3], [0.2, -0.1, -0.1], [0.0, 0.0, 0.2], [-0.1, 0.0, -0.2], [0.3, 0.0, 0.2], [-1.3, 0.0, -0.4], [-0.3, 0.0, 0.0], [0.1, 0.0, -0.1], [0.4, -0.2, -0.4], [0.1, 0.0, 0.0], [0.0, 0.0, 0.0], [0.0, 0.0, 0.0], [0.0, 0.0, 0.0], [-0.1, 0.0, 0.1], [0.1, -0.2, 0.2], [-0.3, 0.1, -0.2], [0.4, -0.3, 0.1], [-0.1, 0.2, 0.1], [-0.5, 0.2, -0.2], [0.0, 0.1, 0.1], [-0.1, 0.1, 0.1], [0.0, 0.1, 0.0], [0.0, 0.1, 0.0], [0.1, 0.0, 0.0], [0.0, 0.0, 0.0], [0.0, 0.1, -0.1], [0.0, -0.2, 0.2], [0.0, 0.0, -0.1], [0.0, -0.2, 0.2], [0.1, 0.2, 0.0], [0.0, -0.3, -0.1], [0.0, 0.0, -0.1], [0.0, 0.0, -0.5]],
  "lowdin_charge": [1.3613, 0.1916, -0.4289, -0.0427, -0.1607, 0.0406, -0.0110, 0.0563, -0.1346, -0.0442, -0.5478, 0.1203, -0.2148, 0.1563, 0.1299, 0.1188, 0.1353, -0.0790, -0.2129, -0.1014, -0.6287, 0.0702, -0.1949, 0.0985, 0.0530, 0.1184, 0.1274, 0.1197, 0.1196, -0.0369, -1.0187, 0.9557, -1.1882, -1.1113, 0.5841, 0.9548, 0.6448],
  "s_squared": 3.79,
  "e_homo_ev": [-7.5514, -8.2955],
  "e_lumo_ev": [-1.71, -1.96],
  "multiplicity": 4
}

---

(5)
{
  "formula": "C13H10O3",
  "method": "ωB97M-V/def2-TZVPD",
  "species": ["C", "C", "C", "C", "C", "C", "C", "C", "C", "C", "O", "C", "C", "C", "O", "O", "H", "H", "H", "H", "H", "H", "H", "H", "H", "H"],
  "xyz": [[3.936, -5.514, 2.111], [3.127, -4.293, 1.985], [2.330, -3.375, 1.819], [1.363, -2.337, 1.561], [0.559, -1.462, 1.344], [-0.411, -0.447, 1.138], [-0.133, 0.649, 0.368], [1.114, 0.979, -0.310], [0.914, 2.227, -0.841], [-0.496, 2.689, -0.520], [-1.350, 2.984, -1.665], [-1.917, 4.202, -1.473], [-1.509, 4.803, -0.301], [-0.521, 3.967, 0.376], [-1.109, 3.767, 1.702], [-1.121, 1.591, 0.146], [4.506, -5.707, 1.182], [4.675, -5.404, 2.922], [3.305, -6.402, 2.286], [-1.370, -0.466, 1.640], [1.997, 0.334, -0.326], [1.668, 2.804, -1.349], [-2.653, 4.679, -2.154], [-1.730, 5.831, 0.066], [0.461, 4.511, 0.382], [-1.875, 3.147, 1.668]],
  "atomic_forces_ev_per_a": [[0.4, 0.1, -0.2], [-1.7, 1.3, -0.4], [-0.1, 0.0, -0.2], [1.7, -1.6, 0.5], [0.0, -0.1, 0.2], [0.5, 1.4, -0.8], [-0.8, -1.9, 0.9], [-0.9, 2.2, -0.7], [0.0, -2.2, 0.5], [-0.1, 0.1, 0.0], [0.7, -0.5, -0.2], [0.3, 2.6, 2.9], [-1.0, 0.9, -3.2], [-1.4, 0.2, 0.9], [1.2, -0.6, -0.1], [1.6, 0.0, -0.2], [-0.3, 0.2, 0.4], [-0.3, -0.2, -0.2], [0.2, 0.5, 0.1], [0.0, -0.3, 0.0], [-0.4, 0.4, 0.1], [-0.2, 0.3, -0.2], [0.7, -1.2, 0.1], [-0.1, -1.1, -0.5], [-0.7, -0.9, 0.8], [1.0, 0.6, -0.5]],
  "lowdin_charge": [-0.1114, -0.0822, -0.0329, -0.0210, -0.0473, -0.0199, -0.2486, 0.0531, 0.0707, -0.3641, 0.0162, -0.0887, -0.0450, -0.2594, -0.0324, 0.0571, 0.0814, 0.0771, 0.0834, 0.1179, 0.1295, 0.1204, 0.1340, 0.1271, 0.1709, 0.1141],
  "e_homo_ev": -7.9905,
  "smiles": "CC#CC#C/C=C1\\C=C[C@@]2(OC=C[C@H]2O)O1",
  "e_lumo_ev": -0.04
}

---

(6)
{
  "formula": "C13H11BrI2N2O4OsS",
  "method": "ωB97M-V/def2-TZVPD",
  "species": ["Os", "O", "S", "O", "O", "O", "Br", "C", "C", "C", "C", "C", "C", "N", "C", "C", "C", "C", "C", "C", "N", "H", "H", "H", "H", "H", "H", "H", "H", "H", "I", "C", "I", "H", "H"],
  "xyz": [[0.755, 0.666, -1.029], [2.007, -0.916, -0.955], [3.008, 0.112, -1.550], [4.285, -0.299, -1.929], [2.011, 0.613, -2.653], [2.771, 1.239, -0.567], [1.568, 0.333, 6.370], [1.063, 0.103, 4.584], [1.987, 0.301, 3.568], [1.609, 0.133, 2.244], [0.302, -0.239, 1.944], [-0.633, -0.426, 2.961], [-0.248, -0.259, 4.277], [-0.082, -0.403, 0.572], [-0.939, -1.299, 0.237], [-1.352, -1.368, -1.145], [-2.216, -2.326, -1.636], [-2.499, -2.335, -2.997], [-1.892, -1.394, -3.808], [-1.033, -0.461, -3.246], [-0.783, -0.431, -1.937], [3.007, 0.569, 3.804], [2.359, 0.238, 1.473], [-1.672, -0.651, 2.756], [-0.971, -0.391, 5.070], [-1.328, -2.001, 0.966], [-2.644, -3.058, -0.964], [-3.168, -3.075, -3.416], [-2.065, -1.374, -4.875], [-0.519, 0.264, -3.861], [-0.044, 2.587, 0.730], [-0.705, 3.896, -0.842], [0.125, 2.872, -2.512], [-0.280, 4.888, -0.736], [-1.786, 3.892, -0.900]],
  "atomic_forces_ev_per_a": [[-0.6, 0.2, 0.0], [0.3, -0.5, 0.2], [-0.3, 0.5, -0.4], [0.1, 0.0, 0.1], [0.1, -0.4, -0.1], [0.3, 0.0, 0.2], [0.0, 0.0, 0.0], [-0.1, 0.0, 0.0], [0.0, 0.0, -0.1], [0.1, -0.1, 0.2], [0.1, 0.1, 0.0], [-0.1, 0.1, 0.1], [0.0, 0.0, 0.1], [-0.1, -0.1, -0.3], [0.0, 0.0, 0.0], [-0.1, -0.1, 0.0], [0.0, 0.0, 0.0], [0.0, 0.0, 0.1], [0.0, 0.1, 0.0], [0.0, 0.0, -0.1], [0.3, 0.2, 0.1], [0.0, 0.0, 0.0], [-0.1, 0.0, -0.1], [0.0, 0.0, -0.1], [0.0, 0.0, 0.0], [0.0, 0.0, 0.0], [0.0, 0.0, 0.0], [0.0, 0.0, 0.0], [0.0, 0.0, 0.0], [0.0, 0.0, 0.0], [-0.1, 0.2, -0.2], [0.1, -0.2, 0.1], [-0.1, 0.2, 0.0], [0.1, 0.0, 0.0], [0.0, 0.0, 0.0]],
  "lowdin_charge": [1.0998, -0.3692, 0.4613, -0.1248, -0.5102, -0.4295, 0.8669, -0.6733, -0.0795, -0.0673, -0.3702, -0.0235, -0.0817, -0.1460, -0.0013, -0.2210, 0.0498, 0.0212, 0.0209, -0.0943, -0.0772, 0.1232, 0.0925, 0.1265, 0.1210, 0.1634, 0.1416, 0.1387, 0.1364, 0.0890, 1.2872, -0.9116, 1.2290, 0.0096, 0.0027],
  "charge": 2,
  "e_homo_ev": -14.5796,
  "e_lumo_ev": -8.79
}